--- i ---
{"formula": "C2H7N3O", "method": "ωB97M-V/def2-TZVPD", "elements": ["C", "C", "H", "H", "H", "H", "H", "H", "H", "N", "N", "N", "O"], "xyz": [[0.554, 0.932, 0.477], [0.579, -0.538, 0.106], [-1.338, 0.885, -0.181], [-0.143, 1.512, -1.359], [0.230, 0.941, 1.526], [1.575, 1.420, 0.346], [2.469, -0.524, 0.170], [-0.515, -2.336, -0.495], [-2.250, -0.525, -0.286], [-0.521, 1.571, -0.356], [1.670, -1.211, -0.080], [-0.563, -1.258, -0.321], [-1.746, -0.870, 0.453]], "homo_lumo_gap_ev": 10.1, "total_charge": 0, "smiles": "[H]/N=C(\\CN)NO"}



--- ii ---
{"formula": "C2H7N3O", "method": "ωB97M-V/def2-TZVPD", "elements": ["C", "C", "N", "N", "N", "O", "H", "H", "H", "H", "H", "H", "H"], "xyz": [[-0.177, 0.115, 0.063], [-0.650, 1.137, -0.904], [-0.552, -0.490, 1.009], [-1.092, -2.436, 2.000], [-0.602, -1.081, 2.078], [2.736, 1.688, -1.889], [0.231, 1.687, -1.230], [-1.103, 0.546, -1.755], [-1.459, 1.637, -0.301], [-1.028, -2.939, 2.880], [-0.847, -3.023, 1.225], [2.648, 1.314, -0.913], [1.894, 1.844, -2.262]], "homo_lumo_gap_ev": 8.0, "total_charge": 0}



--- iii ---
{"formula": "C2H7N3O", "method": "ωB97M-V/def2-TZVPD", "elements": ["C", "C", "H", "H", "H", "H", "H", "H", "H", "N", "N", "N", "O"], "xyz": [[-1.048, 0.506, -0.986], [-0.271, 0.050, 1.274], [-0.778, 0.334, -2.011], [-1.271, 1.521, -0.846], [-1.889, -0.156, -0.792], [0.335, -1.718, -0.658], [0.938, -0.601, -1.687], [-1.316, 0.160, 1.356], [1.890, 0.274, 0.966], [0.078, 0.164, -0.129], [0.919, -0.881, -0.661], [0.536, 0.131, 2.239], [1.880, 0.217, 1.934]], "homo_lumo_gap_ev": 9.5, "total_charge": 0, "smiles": "CN(N)/C=N\\O"}



Last place for stability: ii



--- i ---
{"formula": "C2H7N3O", "method": "ωB97M-V/def2-TZVPD", "elements": ["C", "N", "N", "C", "N", "O", "H", "H", "H", "H", "H", "H", "H"], "xyz": [[1.035, -1.299, 0.135], [-0.535, 0.589, -1.538], [-1.091, 1.665, -1.242], [0.549, 0.130, 0.217], [-0.796, 0.256, 1.191], [1.304, 1.069, 0.322], [-1.189, -0.059, -2.020], [-0.444, 2.172, -0.624], [-0.871, 0.909, 1.960], [-1.469, -0.502, 1.207], [1.901, -1.345, -0.527], [1.368, -1.624, 1.122], [0.239, -1.962, -0.204]], "homo_lumo_gap_ev": 9.0, "total_charge": 0, "smiles": "[H]/N=N/[H].CC(N)=O"}



--- ii ---
{"formula": "C2H7N3O", "method": "ωB97M-V/def2-TZVPD", "elements": ["C", "N", "N", "N", "C", "O", "H", "H", "H", "H", "H", "H", "H"], "xyz": [[0.130, 1.040, 0.695], [1.194, -0.136, -0.946], [0.629, 1.052, -0.657], [-0.026, -1.269, -0.363], [-0.831, -0.235, 0.881], [-0.857, -0.741, 2.018], [1.256, -0.235, -1.961], [-0.092, 1.354, -1.315], [-0.617, -1.622, -1.111], [0.448, -2.018, 0.133], [-0.411, 1.961, 0.909], [0.961, 0.885, 1.380], [-1.783, -0.036, 0.337]], "homo_lumo_gap_ev": 8.6, "total_charge": 0, "smiles": "[O-][C@H]1CNN[NH2+]1"}



Last place for stability: ii



--- i ---
{"formula": "C2H7N3O", "method": "ωB97M-V/def2-TZVPD", "elements": ["C", "C", "N", "N", "N", "O", "H", "H", "H", "H", "H", "H", "H"], "xyz": [[1.374, -0.854, 0.038], [1.442, 0.545, 0.377], [0.838, 1.404, -0.302], [-3.014, -0.722, -0.197], [-1.870, -0.330, -0.235], [-1.822, 0.947, 0.131], [2.102, -1.449, 0.593], [0.334, -1.135, 0.016], [1.553, -0.917, -1.148], [-0.919, 1.207, -0.209], [2.015, 0.707, 1.310], [-2.873, -1.775, -0.504], [0.840, 2.370, 0.131]], "homo_lumo_gap_ev": 10.8, "total_charge": 0, "smiles": "[H]/N=C/C.[H]/N=N/O"}



--- ii ---
{"formula": "C2H7N3O", "method": "ωB97M-V/def2-TZVPD", "elements": ["C", "C", "N", "N", "N", "O", "H", "H", "H", "H", "H", "H", "H"], "xyz": [[1.177, -0.448, 1.024], [0.897, 0.318, -0.363], [-1.450, 1.589, 0.036], [-1.193, -0.715, -1.082], [-0.374, 0.370, -0.941], [-2.535, 1.123, -0.044], [1.805, -1.257, 0.827], [1.698, 0.358, 1.562], [0.261, -0.682, 1.609], [1.177, 1.386, -0.266], [1.493, -0.301, -1.044], [-2.077, -0.212, -0.751], [-0.880, -1.530, -0.567]], "homo_lumo_gap_ev": [7.4, 8.1], "total_charge": 0}



--- iii ---
{"formula": "C2H7N3O", "method": "ωB97M-V/def2-TZVPD", "elements": ["C", "C", "N", "N", "N", "O", "H", "H", "H", "H", "H", "H", "H"], "xyz": [[0.216, -0.943, -0.099], [2.701, 0.425, -0.014], [-0.706, -0.147, -0.101], [-2.903, 0.698, 0.125], [-2.140, -0.448, -0.015], [0.492, -2.219, -0.004], [2.442, 0.909, 0.902], [3.289, -0.466, 0.001], [2.503, 0.910, -0.944], [-2.690, 1.116, 1.025], [-2.754, 1.392, -0.612], [-2.417, -0.921, -0.877], [-0.279, -2.751, 0.265]], "homo_lumo_gap_ev": [8.5, 8.4], "total_charge": 0}



Last place for stability: iii



--- i ---
{"formula": "C2H7N3O", "method": "ωB97M-V/def2-TZVPD", "elements": ["C", "C", "H", "H", "H", "H", "H", "H", "H", "N", "N", "N", "O"], "xyz": [[-0.947, -1.104, -0.802], [0.114, 1.139, -0.590], [-0.397, -2.041, -0.766], [-1.241, -0.703, -1.943], [-1.831, -1.012, -0.277], [-0.259, -0.294, 1.745], [0.822, -1.296, 1.202], [-0.314, 1.093, -1.662], [1.445, 0.792, 1.102], [0.183, -0.198, -0.285], [0.514, -0.383, 1.064], [0.544, 2.124, 0.067], [1.367, 1.883, 1.145]], "homo_lumo_gap_ev": 8.7, "total_charge": 0, "smiles": "CN(N)/C=N\\O"}



--- ii ---
{"formula": "C2H7N3O", "method": "ωB97M-V/def2-TZVPD", "elements": ["C", "N", "N", "N", "C", "O", "H", "H", "H", "H", "H", "H", "H"], "xyz": [[0.318, -0.162, 0.299], [-0.747, 0.318, -0.606], [-2.036, 0.308, -0.068], [0.748, -1.498, -0.010], [1.436, 0.853, 0.088], [2.520, 0.585, -0.361], [-0.461, 1.322, -0.831], [-0.011, -0.104, 1.356], [-2.094, 0.624, 0.904], [-2.440, -0.617, -0.189], [0.010, -2.016, -0.470], [1.555, -1.461, -0.626], [1.201, 1.849, 0.514]], "homo_lumo_gap_ev": 10.3, "total_charge": 0, "smiles": "NN[C@@H](N)C=O"}



--- iii ---
{"formula": "C2H7N3O", "method": "ωB97M-V/def2-TZVPD", "elements": ["N", "C", "N", "H", "H", "H", "H", "C", "N", "O", "H", "H", "H"], "xyz": [[1.603, -2.310, 0.521], [0.314, -2.707, 0.778], [-0.604, -1.873, 1.060], [2.334, -2.954, 0.751], [1.792, -1.416, 0.111], [0.109, -3.752, 0.611], [-1.431, -2.394, 1.330], [-0.140, 3.004, -1.159], [-1.325, 2.704, -0.558], [0.087, 4.055, -1.718], [0.653, 2.243, -1.086], [-2.038, 3.355, -0.836], [-1.355, 2.045, 0.195]], "homo_lumo_gap_ev": 10.4, "total_charge": 0, "smiles": "[H]/N=C/N.NC=O"}



Last place for stability: i



--- i ---
{"formula": "C4H5NS", "method": "ωB97M-V/def2-TZVPD", "elements": ["C", "C", "C", "C", "N", "S", "H", "H", "H", "H", "H"], "xyz": [[0.154, 1.323, 0.463], [0.451, -0.919, 0.653], [-1.008, 1.077, -0.334], [-0.695, -0.911, -0.269], [0.925, 0.439, 0.888], [-2.130, -0.035, 0.438], [0.516, 2.371, 0.884], [0.182, -1.398, 1.567], [1.225, -1.506, 0.219], [-1.148, 1.375, -1.362], [-0.901, -1.217, -1.371]], "homo_lumo_gap_ev": 9.6, "total_charge": 0}



--- ii ---
{"formula": "C4H5NS", "method": "ωB97M-V/def2-TZVPD", "elements": ["C", "C", "C", "C", "N", "S", "H", "H", "H", "H", "H"], "xyz": [[0.393, -1.456, 0.032], [0.608, 1.191, 1.285], [-0.758, -0.867, -0.308], [-0.735, 0.993, 1.101], [-1.361, 0.121, 0.513], [1.604, 2.162, 0.393], [0.836, -2.184, -0.547], [0.756, -1.151, 0.966], [-1.417, -1.155, -1.028], [-1.305, 1.798, 1.647], [0.735, 2.912, -0.330]], "homo_lumo_gap_ev": 7.7, "total_charge": 0}



--- iii ---
{"formula": "C4H5NS", "method": "ωB97M-V/def2-TZVPD", "elements": ["C", "C", "C", "C", "H", "H", "H", "H", "H", "N", "S"], "xyz": [[0.857, 1.115, 0.132], [-0.190, -1.614, 0.022], [-1.087, -0.416, -0.126], [-0.605, 0.818, -0.226], [1.145, 1.996, -0.528], [0.806, 1.439, 1.188], [-0.710, -2.571, 0.177], [-2.131, -0.571, 0.020], [-1.171, 1.702, -0.422], [1.114, -1.673, -0.097], [1.973, -0.225, -0.140]], "homo_lumo_gap_ev": 8.4, "total_charge": 0, "smiles": "C1=CCSN=C1"}



Last place for stability: ii



--- i ---
{"formula": "C4H5NS", "method": "ωB97M-V/def2-TZVPD", "elements": ["C", "C", "C", "C", "N", "S", "H", "H", "H", "H", "H"], "xyz": [[-1.240, -1.598, 0.217], [-1.234, 1.559, -0.035], [1.108, -0.594, -0.336], [-0.057, -1.168, -0.062], [-2.326, 0.963, -0.065], [-2.667, -0.569, -0.077], [-1.650, -2.478, 0.514], [-0.267, 1.026, 0.081], [-1.300, 2.560, -0.384], [1.729, -0.454, 0.514], [1.475, -0.700, -1.352]], "homo_lumo_gap_ev": 9.1, "total_charge": 0, "smiles": "C=C=CSN=C"}



--- ii ---
{"formula": "C4H5NS", "method": "ωB97M-V/def2-TZVPD", "elements": ["C", "C", "C", "C", "H", "H", "H", "H", "H", "N", "S"], "xyz": [[0.081, 1.240, 0.045], [0.185, -0.278, 0.155], [-1.215, -0.631, 0.004], [-2.364, -0.881, -0.185], [-1.085, 1.286, 0.274], [0.551, 1.651, -0.887], [0.479, 1.578, 0.914], [3.223, -1.567, 0.159], [-3.549, -0.892, -0.604], [1.115, -1.136, 0.321], [2.578, -0.370, -0.197]], "homo_lumo_gap_ev": 9.2, "total_charge": 0}



Last place for stability: ii